Record 1
{"formula": "C18H15As5CrF30N3O6", "method": "ωB97M-V/def2-TZVPD", "species": ["Cr", "As", "F", "F", "F", "F", "F", "F", "As", "F", "F", "F", "F", "F", "F", "As", "F", "F", "F", "F", "F", "F", "As", "F", "F", "F", "F", "F", "F", "As", "F", "F", "F", "F", "F", "F", "C", "C", "C", "C", "C", "C", "N", "O", "O", "H", "H", "H", "H", "H", "C", "C", "C", "C", "C", "C", "N", "O", "O", "H", "H", "H", "H", "H", "C", "C", "C", "C", "C", "C", "N", "O", "O", "H", "H", "H", "H", "H"], "positions_angstrom": [[0.17311, 0.10283, -0.27627], [1.56912, -1.41428, 2.78282], [0.31219, -0.70165, 3.76277], [1.03572, -0.31262, 1.39968], [2.86277, -2.11757, 1.76675], [2.01912, -2.47786, 4.10191], [0.32909, -2.55394, 2.15722], [2.73984, -0.15064, 3.04355], [-2.21443, -2.50031, -1.99945], [-0.87673, -1.36923, -1.43191], [-3.39990, -1.51592, -1.08597], [-3.44097, -3.49660, -2.75868], [-0.98450, -3.36656, -2.80946], [-2.11443, -3.50844, -0.54096], [-2.47135, -1.31879, -3.25391], [0.86987, 0.48089, -4.03525], [-0.84792, 0.48802, -4.58173], [1.34053, 0.38215, -5.72006], [2.56776, 0.30439, -3.53814], [0.50680, 0.52496, -2.27276], [0.74003, -1.26596, -3.94504], [0.94225, 2.19431, -4.15757], [-2.73844, 2.29806, -1.50720], [-2.76869, 2.98294, 0.10742], [-3.76274, 3.54834, -2.13346], [-2.87208, 1.39500, -2.97447], [-1.50919, 1.05774, -0.79496], [-3.97915, 1.27747, -0.92724], [-1.28313, 3.15669, -2.06374], [3.38354, 2.22265, -0.39831], [4.96468, 3.04243, -0.46497], [4.17698, 0.76461, -1.06022], [1.83021, 1.30131, -0.40775], [2.58452, 3.56654, 0.34806], [2.99338, 2.93698, -1.95030], [3.81075, 1.65746, 1.21602], [-4.75624, -3.13007, 4.07086], [-4.45930, -3.37971, 2.70245], [-3.55478, -2.59177, 2.04314], [-2.98413, -1.51110, 2.67735], [-3.19349, -1.33193, 4.03093], [-4.04231, -2.15900, 4.77238], [-2.22794, -0.54878, 1.92694], [-1.48636, -0.94066, 1.04180], [-2.11113, 0.60354, 2.34481], [-5.36437, -3.77363, 4.69376], [-4.83318, -4.26512, 2.20849], [-3.50400, -2.69360, 0.96584], [-2.77040, -0.43452, 4.46404], [-4.21180, -1.95829, 5.81953], [4.78284, -4.33894, -3.04627], [4.19931, -5.09090, -2.03717], [3.01613, -4.64095, -1.42216], [2.62330, -3.34951, -1.72021], [3.25048, -2.57208, -2.68352], [4.29022, -3.08606, -3.40017], [1.61079, -2.68415, -0.87872], [0.66477, -3.43089, -0.41924], [1.45553, -1.48240, -0.78871], [5.64877, -4.59946, -3.64198], [4.48137, -6.12975, -1.93423], [2.50076, -5.21338, -0.66472], [2.93280, -1.55103, -2.86981], [4.65067, -2.71035, -4.34708], [-0.53470, 6.97754, 1.43826], [-0.55463, 6.35280, 2.66656], [-0.35224, 4.96710, 2.81145], [-0.06850, 4.26470, 1.66764], [0.04004, 4.85811, 0.39992], [-0.21374, 6.20070, 0.32400], [0.18025, 2.82888, 1.82569], [-0.21562, 2.04203, 0.97923], [0.71630, 2.46007, 2.84598], [-0.90375, 7.98970, 1.35029], [-0.71380, 6.91703, 3.57712], [-0.51617, 4.50927, 3.77423], [0.29401, 4.34188, -0.51401], [-0.25442, 6.66934, -0.65107]], "forces_ev_per_angstrom": [[0.102, -0.815, -1.355], [0.649, -1.550, 0.125], [0.748, -0.003, -0.474], [-0.306, 0.182, 0.040], [-1.635, 0.128, 0.363], [-0.180, 0.799, -0.751], [1.678, 1.034, 0.704], [-1.135, -0.678, 0.747], [-2.086, 1.538, -0.109], [-0.475, -0.397, 0.580], [0.795, -1.030, -0.180], [0.418, 0.077, 0.818], [0.077, -0.088, 0.159], [0.193, 0.521, -1.278], [0.618, -0.965, 0.277], [-0.795, -1.102, -2.801], [2.024, 0.300, 1.189], [0.149, -0.120, 0.507], [-1.042, 0.523, -0.267], [-0.572, 0.432, 0.207], [0.157, 0.571, 0.234], [0.042, -0.408, 0.761], [0.135, 0.294, -0.724], [0.634, 0.365, -0.842], [0.204, -0.216, 0.380], [0.726, 0.660, 0.532], [0.038, -0.107, -0.088], [-0.447, -0.134, 0.302], [-1.229, -0.634, 0.802], [3.705, 0.103, -0.277], [-1.193, -0.282, 0.084], [-1.195, 1.289, 0.317], [-0.507, -0.251, 0.226], [-0.143, -0.258, -0.009], [-0.021, -1.000, 0.908], [-0.811, 0.136, -1.088], [1.267, -0.524, -0.015], [-0.247, -0.458, 2.026], [-0.626, 0.470, -1.526], [-1.154, -0.821, 0.606], [0.060, 1.170, 0.410], [-0.086, 0.390, -1.546], [2.841, 2.557, 1.108], [-0.579, -1.093, -0.950], [-1.397, -1.182, 0.006], [-0.402, -0.176, -0.488], [-0.392, 0.187, -0.085], [0.620, -0.103, 0.050], [0.223, -0.174, 0.209], [0.028, -0.085, 0.038], [0.162, 0.753, -0.251], [-1.139, -0.461, -0.658], [0.915, 0.152, 0.173], [0.778, 1.287, 0.599], [-0.767, 1.259, 0.283], [0.115, -1.551, -0.362], [-6.202, -3.785, 1.062], [4.081, 1.706, -1.273], [2.347, 1.526, -0.559], [0.021, -0.860, 0.324], [0.269, 0.060, 0.440], [-0.032, -0.012, -0.065], [-0.210, -0.191, 0.073], [0.095, 0.856, 0.359], [-0.184, -0.868, 0.047], [0.054, -0.486, 0.852], [-0.259, 1.290, -0.415], [0.321, -0.297, -0.877], [-0.100, -0.372, 0.669], [-0.550, 1.077, -0.414], [0.163, -1.042, 0.838], [0.045, 0.990, -0.668], [0.005, 0.371, -0.004], [0.427, 0.168, -0.106], [-0.301, 0.097, -0.065], [0.345, -0.229, -0.056], [-0.072, -0.450, 0.257], [0.196, -0.061, -0.063]], "lowdin_charge": [1.24, 0.91, -0.23, -0.33, -0.25, -0.25, -0.24, -0.22, 0.86, -0.32, -0.27, -0.26, -0.21, -0.25, -0.23, 0.86, -0.26, -0.27, -0.26, -0.30, -0.24, -0.22, 0.85, -0.24, -0.25, -0.22, -0.34, -0.23, -0.24, 0.87, -0.29, -0.26, -0.30, -0.22, -0.23, -0.25, -0.07, -0.05, 0.01, -0.13, 0.00, -0.07, -0.24, -0.01, 0.11, 0.09, 0.11, 0.10, 0.12, 0.10, -0.08, -0.07, 0.02, -0.11, 0.02, -0.05, -0.19, 0.07, -0.05, 0.10, 0.10, 0.12, 0.09, 0.12, -0.08, -0.08, 0.01, -0.13, 0.00, -0.06, -0.28, -0.04, 0.13, 0.10, 0.10, 0.12, 0.12, 0.11], "multiplicity": 4, "charge": -2, "s2": 3.76, "orbital_gap_ev": [7.2, 8.7]}

Record 2
{"formula": "C2H3NO2", "method": "ωB97M-V/def2-TZVPD", "species": ["C", "C", "H", "H", "H", "N", "O", "O"], "positions_angstrom": [[0.23140, -0.43876, -0.11183], [-0.87203, 0.30143, -0.85414], [1.41873, -0.54094, 1.47273], [0.58706, 1.04141, 1.29616], [-1.29697, 1.19274, -0.34428], [0.69844, 0.04229, 1.05787], [0.44421, -1.59122, -0.51433], [-1.21085, -0.00696, -2.00218]], "forces_ev_per_angstrom": [[-0.893, -3.336, -0.970], [-0.378, 0.538, -2.936], [-0.174, 0.504, 0.129], [0.327, -1.187, -0.113], [-0.194, -0.245, -0.100], [0.094, 1.125, -0.061], [0.415, 1.866, 0.785], [0.804, 0.735, 3.266]], "nbo_charge": [0.53, 0.33, 0.42, 0.40, 0.11, -0.81, -0.56, -0.44], "orbital_gap_ev": 9.8}

Record 3
{"formula": "C24H31Br2MgN6O8", "method": "ωB97M-V/def2-TZVPD", "species": ["Mg", "O", "C", "O", "C", "O", "O", "C", "C", "C", "C", "C", "C", "Br", "C", "C", "Br", "C", "O", "C", "N", "H", "H", "H", "H", "H", "H", "N", "C", "C", "C", "C", "N", "C", "N", "N", "C", "O", "O", "H", "H", "H", "H", "H", "H", "H", "H", "H", "H", "H", "H", "H", "H", "O", "C", "C", "C", "C", "C", "C", "N", "H", "H", "H", "H", "H", "H", "H", "H", "H", "H", "H"], "positions_angstrom": [[-1.26611, 0.16870, 0.29470], [-2.80672, -0.07089, 3.92828], [-2.51435, 0.13524, 2.75114], [-2.02209, -0.71494, 1.92556], [-2.64297, 1.59349, 2.15973], [-3.52953, 2.34106, 2.53820], [-1.70814, 1.85566, 1.29659], [0.02759, 1.49068, 3.86260], [0.94909, 0.42350, 3.34034], [2.02164, -0.04136, 4.14254], [2.79386, -1.07932, 3.70750], [2.48787, -1.71953, 2.48581], [3.19337, -2.83119, 1.97074], [4.69904, -3.54419, 2.90011], [2.81305, -3.41027, 0.79371], [1.72097, -2.90982, 0.08334], [1.26812, -3.74142, -1.56180], [0.95011, -1.80889, 0.49027], [-0.02156, -1.36121, -0.18856], [1.39225, -1.19662, 1.75023], [0.69943, -0.10895, 2.16771], [0.52557, 2.11433, 4.61180], [-0.83352, 1.01338, 4.34055], [-0.39982, 2.07790, 3.04693], [2.19879, 0.41130, 5.11149], [3.61322, -1.45003, 4.30944], [3.35205, -4.26398, 0.40675], [0.60364, 1.27557, -0.60754], [0.15766, 2.45175, -1.33915], [1.07208, 2.87549, -2.49791], [2.56199, 2.94063, -2.16649], [2.93810, 4.06988, -1.20929], [2.38490, 3.93818, 0.14881], [2.82756, 3.08343, 1.07067], [3.90683, 2.31557, 0.85134], [2.18835, 2.96640, 2.24656], [-1.27548, 2.19162, -1.88308], [-1.68776, 3.00203, -2.71702], [-1.83911, 1.16857, -1.41440], [1.42511, 1.40674, -0.03486], [0.79137, 0.50001, -1.23651], [0.02017, 3.27412, -0.62988], [0.72989, 3.84045, -2.87691], [0.92516, 2.16064, -3.31073], [3.13503, 3.10815, -3.08181], [2.89074, 1.97848, -1.76174], [2.55600, 5.01635, -1.59272], [4.02169, 4.18919, -1.12553], [1.41194, 4.19800, 0.24176], [4.49795, 2.49831, 0.05917], [4.33479, 1.85624, 1.63947], [1.24318, 3.32763, 2.30481], [2.27720, 2.07698, 2.73461], [-2.93111, -1.15020, -0.63939], [-3.19119, -1.39543, -1.79197], [-2.14926, -1.48384, -2.87987], [-2.14549, -2.94184, -3.39034], [-2.47747, -3.98930, -2.30323], [-3.97602, -4.28634, -2.10790], [-4.77337, -3.13737, -1.48034], [-4.45690, -1.87270, -2.15248], [-1.19161, -1.23389, -2.42929], [-2.35139, -0.75898, -3.67132], [-1.15475, -3.15521, -3.79615], [-2.84720, -3.05928, -4.22348], [-2.03818, -3.66962, -1.35305], [-1.98065, -4.92680, -2.56245], [-4.08691, -5.17788, -1.48393], [-4.41384, -4.53126, -3.08413], [-4.51802, -3.00934, -0.42921], [-5.84610, -3.32714, -1.54247], [-4.53066, -1.97659, -3.15628]], "forces_ev_per_angstrom": [[-0.235, -0.039, 0.155], [-0.048, 0.018, 0.036], [0.109, -0.268, -0.270], [-0.366, 0.332, 0.358], [0.028, -0.221, 0.034], [0.162, 0.190, 0.026], [-0.237, 0.261, 0.235], [0.146, 0.058, 0.052], [-0.154, -0.097, 0.240], [0.001, 0.003, 0.008], [-0.010, -0.032, -0.005], [0.009, 0.026, 0.033], [0.026, -0.027, -0.024], [-0.014, 0.010, 0.001], [-0.033, 0.018, 0.029], [0.060, -0.007, -0.024], [-0.010, 0.005, 0.000], [0.100, 0.044, -0.122], [0.219, -0.122, 0.094], [0.039, 0.112, -0.062], [0.100, -0.271, -0.215], [-0.004, 0.036, -0.050], [0.033, -0.016, 0.028], [0.084, -0.005, 0.041], [0.005, 0.016, -0.023], [0.006, 0.001, -0.007], [0.002, 0.005, -0.014], [0.070, 0.139, -0.176], [0.082, -0.023, -0.038], [0.046, 0.080, 0.093], [-0.037, 0.016, 0.094], [-0.036, -0.028, 0.065], [0.176, -0.287, 0.132], [-0.373, -0.028, 0.035], [0.096, 0.379, 0.155], [0.064, -0.045, -0.441], [-0.003, 0.025, -0.004], [-0.016, -0.066, -0.009], [-0.032, -0.040, -0.526], [-0.006, -0.022, 0.033], [-0.036, -0.041, 0.034], [-0.095, -0.075, 0.067], [-0.050, -0.035, -0.049], [0.038, -0.012, -0.035], [0.011, -0.013, -0.027], [0.056, 0.008, -0.002], [0.014, 0.002, 0.027], [0.001, -0.001, 0.026], [0.080, 0.089, 0.092], [-0.091, -0.081, -0.064], [-0.069, -0.087, -0.033], [0.017, -0.002, -0.001], [0.048, 0.093, -0.027], [-0.099, 0.049, 0.084], [0.139, -0.150, -0.077], [0.005, 0.101, 0.011], [0.000, -0.009, 0.032], [-0.012, 0.020, 0.022], [0.019, 0.050, 0.014], [0.009, -0.044, 0.019], [-0.029, 0.108, -0.013], [-0.013, 0.008, 0.012], [-0.014, -0.045, -0.041], [0.002, 0.017, 0.013], [-0.002, -0.017, -0.010], [0.031, -0.022, -0.010], [-0.015, -0.005, -0.021], [-0.020, -0.002, -0.003], [0.008, -0.010, -0.006], [-0.001, 0.009, -0.005], [-0.002, -0.008, 0.006], [0.023, -0.025, -0.005]], "lowdin_charge": [0.61, 0.00, -0.60, -0.09, -0.59, 0.04, -0.13, -0.03, -0.34, -0.04, -0.05, -0.20, -0.65, 0.70, -0.20, -0.59, 0.76, -0.40, -0.12, -0.10, 0.18, 0.08, 0.09, 0.06, 0.11, 0.07, 0.09, 0.06, -0.29, -0.15, -0.19, -0.16, 0.10, -0.43, 0.22, 0.23, -0.62, 0.01, -0.04, 0.06, 0.10, 0.13, 0.12, 0.13, 0.11, 0.10, 0.13, 0.11, 0.15, 0.11, 0.13, 0.13, 0.09, 0.08, -0.46, -0.09, -0.19, -0.20, -0.19, -0.18, 0.06, 0.10, 0.13, 0.09, 0.10, 0.11, 0.10, 0.10, 0.10, 0.12, 0.11, 0.11], "charge": -1, "orbital_gap_ev": 5.5}

In kJ/mol, the energy relative to the best compared isomer or geometry (same formula, charge and spin) values for the records above are, in order, 89.2; 76.1; 146.3.